# 1
{"formula": "C2H2N4O2P", "method": "ωB97M-V/def2-TZVPD", "max_force_ev_per_a": 3.606, "total_charge": -1, "multiplicity": 1, "relative_energy_kcal_mol": 11.9, "homo_lumo_gap_ev": 8.9, "total_energy_ha": -788.3960, "elements": ["C", "C", "N", "N", "N", "N", "O", "O", "P", "H", "H"], "xyz": [[0.200, -1.776, -1.173], [0.316, 1.917, -0.844], [0.715, -2.688, -1.670], [-0.358, 2.411, -1.653], [-1.036, 0.299, 1.382], [0.056, -0.481, -0.986], [1.014, 1.472, 0.100], [1.366, -0.765, 1.492], [0.448, -0.062, 0.526], [-0.953, -0.379, 2.143], [-1.767, 0.052, 0.682]]}


# 2
{"formula": "C2H2N4P", "method": "ωB97M-V/def2-TZVPD", "max_force_ev_per_a": 6.115, "total_charge": 1, "multiplicity": 1, "relative_energy_kcal_mol": 108.9, "homo_lumo_gap_ev": 6.5, "total_energy_ha": -637.2292, "elements": ["C", "C", "N", "N", "N", "N", "P", "H", "H"], "xyz": [[-1.475, -0.717, -0.003], [-0.795, 0.496, -0.132], [2.935, 1.643, 0.246], [-1.020, -1.854, 0.133], [1.109, -1.522, 0.203], [2.084, 1.032, -0.125], [0.840, -0.045, -0.115], [-2.470, -0.556, 0.145], [-1.207, 1.522, -0.353]]}


# 3
{"formula": "C2H2N4S", "method": "ωB97M-V/def2-TZVPD", "max_force_ev_per_a": 5.414, "smiles": "SC=C1N=NN=N1", "multiplicity": 1, "relative_energy_kcal_mol": 72.4, "homo_lumo_gap_ev": 8.1, "total_energy_ha": -694.4424, "elements": ["C", "C", "H", "H", "N", "N", "N", "N", "S"], "xyz": [[-0.886, 0.500, 0.091], [0.333, -0.038, 0.214], [-3.042, 0.306, 0.739], [-1.140, 1.599, -0.198], [0.783, -1.374, 0.169], [2.074, -1.248, -0.152], [2.516, 0.028, -0.377], [1.464, 0.828, -0.162], [-2.102, -0.600, -0.324]]}


# 4
{"formula": "C2H2N5", "method": "ωB97M-V/def2-TZVPD", "max_force_ev_per_a": 3.576, "smiles": "[H]/N=N/N=[N+]=NC#C", "total_charge": 1, "multiplicity": 1, "relative_energy_kcal_mol": 142.6, "homo_lumo_gap_ev": [8.1, 8.1], "total_energy_ha": -350.6190, "elements": ["C", "C", "N", "N", "N", "N", "N", "H", "H"], "xyz": [[0.502, 1.788, -0.476], [0.276, 0.661, -0.863], [-0.847, -2.196, -2.447], [-0.877, -2.636, -1.287], [-0.441, -0.945, -2.462], [-0.730, -2.002, -0.278], [-0.115, -0.429, -1.415], [0.916, 2.494, 0.169], [-0.514, -2.347, 0.642]]}


# 5
{"formula": "C2H2NO2P", "method": "ωB97M-V/def2-TZVPD", "max_force_ev_per_a": 7.278, "multiplicity": 1, "relative_energy_kcal_mol": 58.2, "homo_lumo_gap_ev": [7.5, 7.5], "total_energy_ha": -623.9155, "elements": ["C", "C", "N", "O", "O", "P", "H", "H"], "xyz": [[-0.006, -1.236, 0.075], [0.534, -0.729, -1.027], [-0.461, -0.401, 0.966], [1.255, -0.427, -1.853], [0.243, 1.824, -0.531], [-0.469, 1.182, 0.587], [-0.298, -2.311, 0.208], [-0.798, 2.098, 1.573]]}


# 6
{"formula": "C2H2NO2P", "method": "ωB97M-V/def2-TZVPD", "max_force_ev_per_a": 3.629, "multiplicity": 1, "relative_energy_kcal_mol": 84.7, "homo_lumo_gap_ev": [9.0, 7.1], "total_energy_ha": -623.8732, "elements": ["C", "C", "N", "O", "O", "P", "H", "H"], "xyz": [[1.195, -0.412, 0.422], [0.338, 0.905, 0.058], [0.890, -1.515, 0.049], [0.878, 1.923, -0.200], [-0.970, 0.667, -0.289], [-2.197, -0.278, 0.002], [2.120, -0.096, 0.933], [-2.253, -1.194, -0.975]]}


# 7
{"formula": "C2H2NO3", "method": "ωB97M-V/def2-TZVPD", "max_force_ev_per_a": 6.915, "smiles": "O=C([O-])N1CO1", "total_charge": -1, "multiplicity": 1, "relative_energy_kcal_mol": 99.2, "homo_lumo_gap_ev": 8.2, "total_energy_ha": -357.8411, "elements": ["C", "C", "N", "O", "O", "O", "H", "H"], "xyz": [[-0.500, 1.125, -0.717], [0.517, -0.827, 0.608], [-0.668, -0.064, 0.343], [0.647, 1.617, -0.701], [-1.543, 1.388, -1.221], [-0.431, -1.395, -0.125], [1.330, -0.687, 0.133], [0.648, -1.157, 1.680]]}


# 8
{"formula": "C2H2NO3", "method": "ωB97M-V/def2-TZVPD", "max_force_ev_per_a": 3.347, "total_charge": -1, "multiplicity": 1, "relative_energy_kcal_mol": 105.3, "homo_lumo_gap_ev": [9.8, 4.1], "total_energy_ha": -357.8313, "elements": ["C", "C", "N", "O", "O", "O", "H", "H"], "xyz": [[0.608, 0.093, -0.044], [2.357, -0.530, 0.107], [-3.148, 0.378, -0.312], [2.739, -0.643, -1.027], [0.502, 1.253, -0.105], [2.659, -0.755, 1.221], [-3.511, 0.156, 0.594], [-2.207, 0.047, -0.434]]}


# 9
{"formula": "C2H2NO4P", "method": "ωB97M-V/def2-TZVPD", "max_force_ev_per_a": 3.835, "smiles": "N#CCOP(=O)([O-])[O-]", "total_charge": -2, "multiplicity": 1, "relative_energy_kcal_mol": 0.0, "homo_lumo_gap_ev": 6.5, "total_energy_ha": -774.5561, "elements": ["C", "C", "N", "O", "O", "O", "O", "P", "H", "H"], "xyz": [[-1.470, 1.003, 0.000], [-0.152, 0.463, 0.125], [-2.401, 1.660, -0.071], [3.497, 1.245, 0.346], [2.142, -0.153, -1.449], [2.119, -0.826, 0.988], [0.867, 1.406, 0.381], [2.313, 0.315, -0.030], [-0.188, -0.284, 0.888], [-0.011, -0.184, -0.829]]}


# 10
{"formula": "C2H2NO4S2", "method": "ωB97M-V/def2-TZVPD", "max_force_ev_per_a": 1.333, "total_charge": -1, "multiplicity": 1, "relative_energy_kcal_mol": 66.1, "homo_lumo_gap_ev": 9.1, "total_energy_ha": -1229.4612, "elements": ["C", "C", "S", "O", "O", "N", "S", "O", "O", "H", "H"], "xyz": [[-1.683, 1.383, -0.714], [-0.942, 0.449, -0.824], [-0.064, -1.060, -0.952], [0.698, -0.923, -2.162], [-1.074, -2.082, -0.986], [0.822, -1.239, 0.354], [1.126, 0.034, 1.270], [2.053, 0.963, 0.682], [1.447, -0.425, 2.599], [-2.327, 2.226, -0.665], [-0.055, 0.676, 1.398]]}


# 11
{"formula": "C2H2NOS", "method": "ωB97M-V/def2-TZVPD", "max_force_ev_per_a": 4.055, "total_charge": 1, "multiplicity": 1, "relative_energy_kcal_mol": 45.3, "homo_lumo_gap_ev": [8.6, 8.6], "total_energy_ha": -605.1992, "elements": ["C", "C", "N", "O", "S", "H", "H"], "xyz": [[0.220, 1.106, 0.363], [-0.629, -0.872, -0.073], [-0.695, 0.297, 0.517], [0.478, -1.134, -0.701], [1.558, 0.015, -1.013], [0.572, 2.045, 0.844], [-1.505, -1.456, 0.062]]}


# 12
{"formula": "C2H2NaO2", "method": "ωB97M-V/def2-TZVPD", "max_force_ev_per_a": 1.210, "multiplicity": 2, "s2": 0.758, "relative_energy_kcal_mol": 22.9, "homo_lumo_gap_ev": [6.2, 7.3], "total_energy_ha": -390.1101, "elements": ["O", "C", "C", "O", "H", "Na", "H"], "xyz": [[-2.104, 0.596, -0.073], [-0.776, 0.386, -0.210], [-0.381, -0.979, -0.176], [0.789, -1.308, 0.203], [-2.587, -0.219, 0.177], [1.589, 0.885, 0.024], [-1.154, -1.782, -0.272]]}


# 13
{"formula": "C2H2NdO2", "method": "ωB97M-V/def2-TZVPD", "max_force_ev_per_a": 5.913, "total_charge": 1, "multiplicity": 4, "s2": 3.761, "homo_lumo_gap_ev": [7.2, 7.4], "total_energy_ha": -788.8442, "elements": ["H", "C", "C", "H", "O", "O", "Nd"], "xyz": [[-1.165, -1.450, 0.743], [-1.195, -0.693, -0.035], [-1.550, 0.362, -0.546], [-2.153, 1.259, -0.630], [2.044, -0.867, 0.283], [2.957, 0.244, -0.192], [1.062, 1.145, 0.377]]}


# 14
{"formula": "C2H2O2S", "method": "ωB97M-V/def2-TZVPD", "max_force_ev_per_a": 3.041, "smiles": "O=C1O[C@H]1S", "multiplicity": 1, "relative_energy_kcal_mol": 32.4, "homo_lumo_gap_ev": 10.6, "total_energy_ha": -626.0107, "elements": ["C", "C", "O", "O", "S", "H", "H"], "xyz": [[0.439, -0.396, -1.116], [0.388, 0.035, 0.259], [0.678, -1.156, -1.975], [-0.018, 0.820, -0.890], [-1.107, -0.483, 1.414], [1.216, 0.425, 0.829], [-1.595, 0.755, 1.478]]}


# 15
{"formula": "C2H2O2S", "method": "ωB97M-V/def2-TZVPD", "max_force_ev_per_a": 4.798, "smiles": "O=CC(=O)S", "multiplicity": 1, "relative_energy_kcal_mol": 19.6, "homo_lumo_gap_ev": 8.8, "total_energy_ha": -626.0311, "elements": ["C", "C", "H", "H", "O", "O", "S"], "xyz": [[-0.170, -0.349, -0.462], [-1.440, 0.285, 0.176], [0.987, 0.557, 1.339], [-2.299, -0.240, -0.365], [-0.098, -1.088, -1.485], [-1.473, 1.026, 1.177], [1.471, 0.035, 0.200]]}


# 16
{"formula": "C2H2O2S", "method": "ωB97M-V/def2-TZVPD", "max_force_ev_per_a": 5.318, "multiplicity": 1, "relative_energy_kcal_mol": 52.4, "homo_lumo_gap_ev": 9.6, "total_energy_ha": -625.9788, "elements": ["C", "C", "O", "O", "S", "H", "H"], "xyz": [[-0.146, 0.980, -1.300], [1.480, 0.318, -1.592], [-0.183, 1.808, -0.433], [1.948, 0.651, -2.636], [1.875, -0.588, -0.229], [-1.420, 0.804, -1.669], [0.710, -0.429, 0.210]]}


# 17
{"formula": "C2H2O2S2", "method": "ωB97M-V/def2-TZVPD", "max_force_ev_per_a": 3.307, "multiplicity": 1, "relative_energy_kcal_mol": 120.0, "homo_lumo_gap_ev": [7.5, 7.5], "total_energy_ha": -1024.0713, "elements": ["C", "C", "O", "O", "S", "S", "H", "H"], "xyz": [[-2.673, -0.676, -0.237], [-0.045, 0.147, -0.112], [-5.165, -1.100, 0.068], [-4.552, 1.333, -0.148], [-1.567, 0.585, 0.264], [-4.140, -0.069, 0.018], [0.767, 0.823, 0.474], [0.096, -0.818, -0.625]]}


# 18
{"formula": "C2H2O2S2", "method": "ωB97M-V/def2-TZVPD", "max_force_ev_per_a": 2.662, "multiplicity": 1, "relative_energy_kcal_mol": 45.6, "homo_lumo_gap_ev": 7.8, "total_energy_ha": -1024.1900, "elements": ["C", "C", "O", "O", "S", "S", "H", "H"], "xyz": [[-0.053, 0.005, -0.343], [-0.102, -0.468, -1.573], [-2.380, -2.866, -2.764], [-0.146, -0.664, -2.737], [-0.524, -3.532, -0.797], [-1.051, -3.446, -2.655], [-0.979, 0.398, 0.139], [0.960, -0.049, 0.248]]}


# 19
{"formula": "C2H2O2S2", "method": "ωB97M-V/def2-TZVPD", "max_force_ev_per_a": 5.026, "multiplicity": 1, "relative_energy_kcal_mol": 111.5, "homo_lumo_gap_ev": 10.1, "total_energy_ha": -1024.0849, "elements": ["C", "C", "O", "O", "S", "S", "H", "H"], "xyz": [[-2.077, -0.400, -0.415], [-0.891, -0.697, -0.464], [0.870, 1.361, -0.626], [0.350, -0.958, -0.250], [3.002, -0.180, 0.577], [1.207, 0.277, 0.234], [-3.061, -0.123, -0.672], [0.599, 0.722, 1.617]]}


# 20
{"formula": "C2H2O3", "method": "ωB97M-V/def2-TZVPD", "max_force_ev_per_a": 5.079, "smiles": "OC#COO", "multiplicity": 1, "relative_energy_kcal_mol": 145.8, "homo_lumo_gap_ev": 9.4, "total_energy_ha": -302.8981, "elements": ["C", "C", "O", "O", "O", "H", "H"], "xyz": [[-1.149, -0.299, -0.379], [-0.002, -0.429, 0.136], [-2.455, -0.188, -0.527], [2.093, 0.645, -0.180], [1.248, -0.432, 0.374], [-2.737, 0.191, 0.308], [3.003, 0.512, 0.267]]}